Here is a structure of composition C45H95BeF4N7O13S4 in a non-equilibrium geometry from the OMol25 dataset. Energies are from ωB97M-V with the def2-TZVPD basis set.

**Frontier orbital gap**: 3.84 eV
**Total energy**: -139847.676 eV

Element x y z (Å)
Be: 3.08907 1.14567 -1.73226
N: 0.98109 0.26108 -1.97863
S: 0.41836 -0.88436 -2.81357
O: -0.82335 -0.76253 -3.55997
O: 0.88900 -2.17719 -2.44980
F: 1.46532 -0.42663 -3.95262
S: -0.52046 0.31688 -1.08376
O: -1.11220 -0.91444 -0.51016
O: -1.39885 1.39222 -1.25178
F: 0.10819 0.72684 0.31072
N: 4.86322 -0.24426 -2.47381
S: 5.14010 -1.89939 -2.87533
O: 5.54393 -2.90377 -1.97753
O: 5.39800 -2.23237 -4.24841
F: 3.54260 -2.14791 -2.80771
S: 6.27309 0.16791 -2.91613
O: 6.53862 0.43841 -4.34592
O: 7.37991 -0.31713 -2.12849
F: 6.06026 1.65139 -2.26588
C: 3.93037 2.66243 -4.92939
C: 2.90153 3.78737 -4.64774
C: 1.68668 3.33262 -5.37230
C: 0.33664 4.10000 -4.95646
C: 0.24362 4.12765 -3.42550
C: 1.48181 4.50167 -2.64914
N: 2.64663 3.74276 -3.14594
O: 3.81342 4.04462 -2.42535
C: 1.64472 6.07260 -2.74969
C: 1.20241 3.96122 -1.24214
C: 3.54263 5.07494 -5.25607
H: 3.93392 2.51431 -6.00927
H: 3.75306 1.75105 -4.35839
H: 4.95402 2.90119 -4.64087
H: 1.72024 3.43204 -6.45724
H: 1.54307 2.25251 -5.40105
H: -0.46179 3.50573 -5.40080
H: 0.24206 5.14618 -5.24743
H: -0.06606 3.14784 -3.06196
H: -0.62725 4.68384 -3.07860
H: 1.39588 6.51944 -1.78713
H: 2.66476 6.45570 -2.77897
H: 0.95245 6.49447 -3.47830
H: 1.95264 4.29301 -0.52440
H: 0.27748 4.43158 -0.90842
H: 0.94629 2.91221 -1.09356
H: 4.40238 5.31489 -4.63049
H: 2.86896 5.93179 -5.24712
H: 3.83988 4.92644 -6.29419
H: 3.65953 4.99202 -2.40672
C: -2.01342 -5.37914 -5.99808
C: -2.01298 -5.78687 -4.54409
C: -1.60582 -4.43767 -3.71496
C: -2.20899 -4.41575 -2.27734
C: -3.68879 -4.48434 -2.38822
C: -4.29522 -5.70566 -3.28425
N: -3.30588 -6.45426 -4.17171
O: -3.83143 -7.46129 -5.04989
C: -4.77816 -6.81448 -2.33956
C: -5.42228 -5.16890 -4.25753
C: -0.85935 -6.72340 -4.23074
H: -1.17256 -4.73400 -6.25271
H: -2.93174 -4.86839 -6.28775
H: -1.89856 -6.31694 -6.54163
H: -0.51682 -4.45041 -3.66994
H: -1.91728 -3.50954 -4.19419
H: -1.98532 -3.50657 -1.71925
H: -1.82653 -5.25267 -1.69305
H: -3.96630 -3.59004 -2.94616
H: -3.97433 -4.54068 -1.33779
H: -5.17141 -7.72839 -2.78479
H: -3.96706 -7.22907 -1.74095
H: -5.55063 -6.41453 -1.68274
H: -6.16421 -4.48385 -3.84723
H: -4.98062 -4.77094 -5.17113
H: -6.11676 -5.95627 -4.55048
H: -0.79900 -6.95618 -3.16760
H: 0.12038 -6.33409 -4.50762
H: -1.10240 -7.58503 -4.85254
H: -3.60688 -8.23692 -4.53069
C: -2.04419 -4.04513 2.75262
C: -3.45298 -3.46183 3.14878
C: -3.39464 -3.01050 4.59912
C: -4.64291 -2.33068 5.13667
C: -4.82603 -1.11148 4.35742
C: -4.82535 -1.28313 2.85118
N: -3.75609 -2.16316 2.35266
O: -3.69562 -2.29231 1.02294
C: -6.25270 -1.81021 2.32130
C: -4.57947 0.05918 2.19332
C: -4.59788 -4.48694 3.08306
H: -1.84798 -5.03047 3.17535
H: -1.20178 -3.45781 3.11800
H: -2.01409 -4.12257 1.66579
H: -3.21081 -3.85559 5.26254
H: -2.48139 -2.42486 4.70449
H: -4.69167 -2.12908 6.20676
H: -5.44110 -3.07294 5.14336
H: -4.09178 -0.38821 4.71218
H: -5.78117 -0.79921 4.77967
H: -6.93211 -2.10310 3.12174
H: -6.79312 -1.13276 1.66016
H: -5.95485 -2.65607 1.70169
H: -4.24553 0.07706 1.15588
H: -5.44290 0.72223 2.24761
H: -3.64006 0.45401 2.58026
H: -5.55171 -4.02789 3.34303
H: -4.47286 -5.29647 3.80218
H: -4.76904 -4.81997 2.05939
H: -2.85761 -1.85892 0.84544
C: 4.86572 2.53484 3.05247
C: 5.05171 2.20480 1.58220
C: 6.41000 1.40956 1.44197
C: 6.32491 -0.09268 2.02561
C: 5.14340 -0.72299 1.42449
C: 3.74933 0.03737 1.43419
N: 4.00052 1.39652 0.91237
O: 2.86325 2.18128 0.62656
C: 2.82961 -0.91470 0.57006
C: 3.26018 0.02257 2.90286
C: 5.44520 3.55326 0.91385
H: 5.26464 3.50756 3.34018
H: 3.82051 2.75154 3.27312
H: 5.09258 1.70489 3.72166
H: 6.80402 1.39105 0.42585
H: 7.22556 1.89822 1.97505
H: 7.22906 -0.58489 1.66735
H: 6.20191 -0.06257 3.10823
H: 4.92519 -1.51727 2.13835
H: 5.38806 -1.38248 0.59183
H: 3.24794 -1.14593 -0.40956
H: 1.77235 -0.69823 0.41697
H: 2.90190 -1.86944 1.09097
H: 2.36822 -0.59646 2.80635
H: 2.99910 0.98279 3.34774
H: 3.96433 -0.44792 3.58908
H: 5.63910 3.39445 -0.14694
H: 4.60324 4.23279 1.04590
H: 6.27362 4.10560 1.35740
H: 2.55457 2.37362 1.51500
C: -0.03035 4.12947 2.64906
C: -1.42531 3.80046 3.10612
C: -1.99052 2.43588 2.60312
C: -1.18042 1.29750 3.29556
C: -1.45248 1.34501 4.89248
C: -1.06061 2.74705 5.47154
N: -1.51598 3.87163 4.59246
O: -0.97658 5.03010 5.13801
C: -1.62280 2.87281 6.89335
C: 0.51966 2.59867 5.62587
C: -2.32559 4.84646 2.42316
H: 0.05805 4.34883 1.58502
H: 0.68507 3.32331 2.81148
H: 0.28973 5.09700 3.03576
H: -3.04320 2.34523 2.87097
H: -1.90953 2.36611 1.51838
H: -0.13601 1.33855 2.98633
H: -1.52360 0.30699 2.99686
H: -0.93370 0.56478 5.44944
H: -2.53284 1.30104 5.03031
H: -1.69221 1.89490 7.36976
H: -1.21346 3.71374 7.45315
H: -2.68879 3.04127 6.74048
H: 0.96169 3.59413 5.66802
H: 0.84624 2.11963 6.54888
H: 0.98870 2.06557 4.79888
H: -2.29905 4.70458 1.34276
H: -2.05517 5.88798 2.59697
H: -3.36758 4.77786 2.73564
H: -1.77043 5.53643 5.32519

---

Here is a structure of composition C45H95N5O15 in a non-equilibrium geometry from the OMol25 dataset. Energies are from ωB97M-V with the def2-TZVPD basis set.

**Frontier orbital gap**: 5.45 eV
**Total energy**: -86324.262 eV
**ΔE to the lowest compared entry with this formula, charge and spin**: 897.6 kcal/mol

Element x y z (Å)
C: 34.22571 14.89299 -1.38112
C: 33.75477 14.14411 -0.09227
C: 34.93156 14.00377 0.88477
N: 34.40924 14.35972 2.32209
C: 35.70566 14.18575 3.29835
C: 34.02115 15.86896 2.59952
C: 33.07606 15.82658 3.81838
C: 32.21494 14.50308 3.44187
C: 33.27303 13.48947 2.86118
H: 33.36139 15.07977 -2.01844
H: 34.98365 14.39815 -1.98838
H: 34.68519 15.82485 -1.05158
H: 33.45320 13.13797 -0.38356
H: 32.86958 14.66784 0.26863
H: 35.68678 14.78725 0.82227
H: 35.30550 12.98362 0.97179
H: 35.95154 13.14474 3.50794
H: 35.38015 14.55097 4.27239
H: 36.62291 14.72560 3.06314
H: 34.92025 16.41912 2.87707
H: 33.45830 16.29006 1.76646
H: 33.65896 15.81851 4.73940
H: 32.45963 16.72192 3.73783
H: 31.62326 14.14606 4.28480
H: 31.56842 14.59248 2.56888
H: 33.78140 12.87059 3.60053
H: 32.88560 12.77711 2.13280
C: 27.53869 11.26803 -0.56981
C: 29.06569 11.12904 -0.51352
C: 29.66696 12.52811 -0.93354
N: 31.21299 12.43882 -1.09171
C: 31.81930 12.28461 0.29993
C: 31.75435 13.76266 -1.74002
C: 32.61951 13.33034 -2.87930
C: 33.00189 11.82609 -2.62678
C: 31.69102 11.23809 -1.97458
H: 27.14182 11.32657 -1.58330
H: 27.18255 12.04778 0.10345
H: 27.04294 10.32438 -0.34209
H: 29.44368 10.39371 -1.22381
H: 29.18561 10.88629 0.54231
H: 29.41977 13.34587 -0.25659
H: 29.40834 12.81073 -1.95400
H: 31.55772 11.30735 0.70570
H: 31.57383 13.15344 0.91064
H: 32.90867 12.28744 0.26318
H: 32.20951 14.36967 -0.95741
H: 30.90663 14.37268 -2.05207
H: 33.57013 13.85387 -2.77767
H: 32.12408 13.51064 -3.83332
H: 33.84698 11.77333 -1.94039
H: 33.21493 11.29220 -3.55290
H: 31.83043 10.40265 -1.28850
H: 30.88648 10.97736 -2.66221
C: 30.61844 4.83781 6.76427
C: 31.99534 5.06650 7.37624
C: 32.72681 6.25145 6.58952
N: 34.24003 6.47890 7.07933
C: 34.20001 6.74538 8.64311
C: 34.95057 7.66618 6.37672
C: 35.29061 7.09358 5.00884
C: 35.82619 5.71926 5.43033
C: 35.10628 5.26560 6.73643
H: 30.82334 4.63496 5.71309
H: 29.95338 5.69252 6.88782
H: 30.14055 3.95077 7.18005
H: 32.43264 4.09466 7.60515
H: 31.68652 5.60436 8.27258
H: 32.26609 7.23065 6.71992
H: 32.90024 6.00164 5.54280
H: 33.20944 7.17379 8.79587
H: 34.87178 7.59276 8.78009
H: 34.36684 5.82586 9.20415
H: 35.87079 8.01228 6.84737
H: 34.21032 8.46374 6.31340
H: 36.07830 7.72417 4.59649
H: 34.44959 7.08193 4.31555
H: 36.89297 5.84641 5.61441
H: 35.68138 5.03950 4.59066
H: 35.82331 5.03682 7.52484
H: 34.39666 4.44022 6.67896
C: 29.17491 14.91401 9.28987
C: 28.61765 15.11296 7.89840
C: 29.21717 14.32267 6.71314
N: 28.80837 14.60713 5.26645
C: 27.32670 14.35903 5.13280
C: 29.21083 16.04002 4.87389
C: 29.31278 15.92549 3.31372
C: 29.54321 14.45192 2.97540
C: 29.57424 13.69860 4.26946
H: 28.74215 15.57117 10.04418
H: 30.25981 14.93106 9.39384
H: 28.84065 14.00852 9.79628
H: 28.51332 16.17796 7.69110
H: 27.60057 14.75193 8.05109
H: 28.83037 13.33660 6.97033
H: 30.29671 14.34041 6.86275
H: 27.16573 13.28847 5.25973
H: 27.16862 14.66256 4.09792
H: 26.84419 15.03666 5.83714
H: 28.68780 16.82221 5.42409
H: 30.17114 16.08320 5.38774
H: 28.51868 16.29186 2.66313
H: 30.17855 16.56696 3.14918
H: 28.86549 13.99783 2.25250
H: 30.57087 14.38717 2.61786
H: 29.15265 12.69619 4.34406
H: 30.58866 13.51475 4.62334
C: 30.24727 12.70372 1.88415
C: 30.60020 12.16276 3.30835
C: 31.92605 11.42329 3.21064
N: 32.27288 10.67146 4.54519
C: 32.16747 11.54742 5.82802
C: 33.62678 9.89144 4.44895
C: 33.36135 8.58309 3.74511
C: 31.90934 8.39297 3.76963
C: 31.28546 9.45826 4.69543
H: 29.34211 13.31074 1.90231
H: 30.04119 11.81292 1.29075
H: 31.02163 13.39219 1.54584
H: 29.76630 11.52637 3.60452
H: 30.59165 12.96096 4.05058
H: 32.74518 12.10039 2.96841
H: 31.87326 10.63837 2.45618
H: 31.14447 11.89561 5.97060
H: 32.96956 12.28534 5.81264
H: 32.55072 10.84859 6.57155
H: 34.06171 9.67432 5.42455
H: 34.31649 10.53783 3.90619
H: 33.90051 7.73385 4.16485
H: 33.62240 8.62053 2.68749
H: 31.90253 7.39539 4.20880
H: 31.52124 8.21095 2.76746
H: 31.34087 9.29695 5.77200
H: 30.27970 9.67501 4.33546
O: 27.62735 10.79746 4.62211
C: 28.65956 10.51196 5.42153
O: 29.45031 11.39063 5.66210
O: 28.56742 9.50764 6.15453
H: 27.95779 11.67530 4.41762
O: 34.18428 9.91030 7.54260
C: 32.99879 9.37852 7.86487
O: 32.59892 9.53872 9.01225
O: 32.37482 8.72128 7.00249
H: 34.57481 9.22892 6.99052
O: 27.72034 13.13914 3.61210
C: 27.27242 12.70715 2.47538
O: 28.05144 12.29361 1.60367
O: 26.05829 12.71129 2.46903
H: 26.77664 12.96620 3.64520
O: 30.71853 6.49267 0.51334
C: 30.06736 6.43481 1.71999
O: 30.73494 6.79859 2.67765
O: 28.84675 6.14029 1.69500
H: 31.59931 6.54795 0.89119
O: 34.59966 12.48827 4.62337
C: 34.48260 13.43187 5.57453
O: 35.38819 13.39245 6.40597
O: 33.47975 14.14617 5.67714
H: 35.36522 12.10271 5.05563

---

Here is a cluster of 5 separate species, C45H95N5O5 in total in a non-equilibrium geometry from the OMol25 dataset. Energies are from ωB97M-V with the def2-TZVPD basis set.

**SMILES**: CC1(C)CCCC(C)(C)N1O.CC1(C)CCCC(C)(C)N1O.CC1(C)CCCC(C)(C)N1O.CC1(C)CCCC(C)(C)N1O.CC1(C)CCCC(C)(C)N1O
**Frontier orbital gap**: 8.05 eV
**Total energy**: -65882.623 eV
**ΔE to the lowest compared entry with this formula, charge and spin**: 128.3 kcal/mol

Element x y z (Å)
C: -15.80895 -10.53329 5.34457
C: -14.26916 -10.52394 5.19129
C: -13.92818 -10.54240 6.69847
C: -13.82409 -11.82671 4.48133
C: -14.26704 -11.94150 3.04981
C: -13.71739 -10.71378 2.28737
C: -13.91103 -9.33827 3.00121
C: -12.85245 -8.30350 2.44302
C: -15.33062 -8.79301 2.63462
N: -13.69855 -9.39749 4.43980
O: -13.92343 -8.22128 5.07485
H: -16.26750 -10.71776 4.37308
H: -16.31743 -11.31913 5.90314
H: -16.10452 -9.53132 5.65569
H: -14.44016 -9.70183 7.16690
H: -14.41837 -11.30965 7.29778
H: -12.84724 -10.58482 6.83219
H: -12.73738 -11.81903 4.39701
H: -14.27494 -12.68881 4.97289
H: -13.91006 -12.93110 2.76455
H: -15.33919 -11.81861 2.89655
H: -14.22209 -10.74692 1.32183
H: -12.71507 -10.82113 1.87270
H: -13.04470 -8.12777 1.38459
H: -11.84583 -8.71031 2.53961
H: -12.84319 -7.30804 2.88693
H: -15.99230 -9.65917 2.63963
H: -15.33618 -8.16163 1.74611
H: -15.70243 -8.05360 3.34393
H: -13.07662 -7.92767 5.41884
C: -21.42484 -14.58994 9.82054
C: -20.98767 -15.14285 8.44130
C: -21.50447 -14.26711 7.22130
C: -19.42088 -15.23957 8.46074
C: -18.69694 -16.00290 7.27048
C: -19.33474 -17.42784 7.24028
C: -20.92420 -17.56036 7.36781
C: -21.57894 -17.52466 5.92642
C: -21.13734 -18.94476 7.99487
N: -21.44571 -16.55598 8.34958
O: -22.83275 -16.48060 8.37688
H: -21.32388 -15.20106 10.71745
H: -20.94066 -13.64601 10.07088
H: -22.50759 -14.47175 9.77808
H: -20.88249 -14.30057 6.32681
H: -22.45817 -14.52004 6.75806
H: -21.53208 -13.19724 7.42800
H: -19.04286 -14.21986 8.53406
H: -19.08532 -15.80745 9.32851
H: -18.97476 -15.68898 6.26432
H: -17.62114 -16.11908 7.40188
H: -18.93320 -18.08894 8.00828
H: -19.08203 -17.92535 6.30394
H: -22.63195 -17.24878 5.87016
H: -21.55970 -18.50075 5.44167
H: -20.96844 -16.88370 5.29037
H: -20.85517 -18.83679 9.04215
H: -20.59330 -19.78223 7.55810
H: -22.19925 -19.19050 8.00297
H: -23.02878 -16.19161 7.48264
C: -8.69431 -4.41428 -4.32229
C: -10.12294 -4.57381 -4.02803
C: -10.32689 -4.78817 -2.47076
C: -10.85351 -3.31730 -4.70765
C: -12.35008 -3.36586 -4.67466
C: -12.77494 -4.64002 -5.40156
C: -12.17134 -5.95971 -4.83198
C: -12.80336 -6.26171 -3.40847
C: -12.59191 -7.12005 -5.80799
N: -10.62572 -5.83595 -4.74648
O: -10.12319 -7.02162 -4.30975
H: -8.45868 -4.13406 -5.34896
H: -8.25595 -3.67803 -3.64857
H: -8.07124 -5.30764 -4.27998
H: -9.55086 -4.38032 -1.82304
H: -11.20570 -4.40177 -1.95452
H: -10.28464 -5.82659 -2.14212
H: -10.49595 -2.43769 -4.17235
H: -10.52915 -3.22369 -5.74405
H: -12.82259 -3.51602 -3.70395
H: -12.77381 -2.51351 -5.20574
H: -12.60440 -4.67839 -6.47745
H: -13.83314 -4.80002 -5.19487
H: -12.35999 -7.00321 -2.74388
H: -13.74533 -6.74908 -3.65999
H: -12.99862 -5.29208 -2.95042
H: -11.90323 -7.02581 -6.64761
H: -13.61515 -7.05623 -6.17814
H: -12.51116 -8.10652 -5.35141
H: -9.74014 -7.40052 -5.10429
C: -6.82712 -7.82792 2.81555
C: -5.93399 -8.97792 3.33282
C: -4.78606 -8.51445 4.26083
C: -6.72719 -10.01123 4.15814
C: -7.49855 -11.01625 3.27024
C: -6.62659 -11.72124 2.22659
C: -5.79579 -10.72783 1.32372
C: -4.63888 -11.58281 0.73415
C: -6.70446 -10.21630 0.16353
N: -5.22719 -9.55743 2.18999
O: -4.25746 -8.85257 1.45711
H: -6.12580 -7.02266 2.59686
H: -7.46901 -7.92514 1.93997
H: -7.36525 -7.41626 3.66940
H: -3.98847 -9.25672 4.29243
H: -4.35599 -7.64614 3.76167
H: -5.09059 -8.17436 5.25063
H: -6.04044 -10.64472 4.71956
H: -7.30763 -9.44844 4.88920
H: -7.83913 -11.71842 4.03120
H: -8.32707 -10.50911 2.77581
H: -7.29544 -12.27316 1.56618
H: -6.05556 -12.52695 2.68793
H: -5.13727 -12.45773 0.31677
H: -3.90521 -11.81311 1.50666
H: -4.13814 -11.02918 -0.06010
H: -7.16313 -11.05434 -0.36126
H: -6.25806 -9.50568 -0.53208
H: -7.49185 -9.60303 0.60171
H: -3.55550 -9.50451 1.39519
C: -10.65079 -13.42266 14.47039
C: -11.99582 -13.77018 15.23603
C: -12.11931 -15.31051 15.53250
C: -12.06095 -13.11486 16.66004
C: -12.50232 -11.64492 16.58081
C: -13.83937 -11.53801 15.75983
C: -13.77345 -12.15722 14.29921
C: -15.29043 -12.23831 13.91642
C: -13.14356 -11.19344 13.32669
N: -13.19520 -13.46448 14.39939
O: -13.29914 -14.11946 13.17404
H: -10.56467 -13.89966 13.49409
H: -10.19058 -12.43473 14.45230
H: -9.90217 -13.96006 15.05250
H: -11.80818 -15.94996 14.70642
H: -11.53547 -15.61390 16.40151
H: -13.10304 -15.58268 15.91503
H: -12.60144 -13.66466 17.43055
H: -11.08868 -12.98106 17.13425
H: -12.75144 -11.31556 17.58957
H: -11.76830 -10.92742 16.21405
H: -14.29848 -10.55025 15.71927
H: -14.49479 -12.02465 16.48211
H: -15.40882 -12.54282 12.87653
H: -15.93135 -11.39791 14.18291
H: -15.72263 -13.08354 14.45201
H: -12.20931 -10.82999 13.75468
H: -13.82723 -10.35343 13.20390
H: -13.08596 -11.64621 12.33684
H: -13.56168 -14.98671 13.49114